(1)
The following is a quantum chemistry calculation of a cluster of 12 separate species, C33H75BF5N13O28PS3 in total at a distorted geometry, from the Open Molecules 2025 dataset.

Properties
Frontier orbital gap = 0.1831 Eh
Total charge = -1
Multiplicity = 1
HOMO level = -4.3 eV
Electronic energy = -6179.823428 hartree

Last column: Mulliken charge in e.
Cartesian coordinates (Å):
C: 1.120 -6.091 -0.669  -0.786
C: -0.487 -5.913 -0.658  -0.006
B: -0.921 -4.327 -0.564  0.100
O: -0.140 -3.600 0.378  -0.754
C: -2.094 -3.802 -1.541  0.547
C: -3.292 -4.809 -1.271  -1.472
C: -3.662 -5.134 0.239  -0.709
C: -3.955 -3.825 1.134  -0.044
S: -2.889 -3.734 2.632  1.259
O: -1.744 -4.719 2.623  -0.630
O: -3.754 -4.140 3.801  -0.729
O: -2.337 -2.208 2.990  -0.485
O: -1.579 -4.301 -2.814  -0.150
P: -0.937 -3.064 -3.909  -0.426
C: 0.885 -3.247 -3.426  0.793
C: 1.858 -3.737 -4.598  0.063
F: 1.634 -5.093 -4.978  -0.420
C: -0.686 -1.870 -5.406  -0.810
C: -0.276 -0.375 -5.085  -0.087
C: 1.256 -0.114 -4.737  -0.242
S: 1.534 0.607 -3.042  0.130
C: 3.157 0.075 -2.394  -0.549
S: 4.064 1.261 -1.609  -0.165
N: 3.653 -1.314 -2.511  0.698
C: 4.948 -1.285 -3.279  -0.580
C: 5.511 -2.729 -3.605  -0.841
C: 4.002 -1.812 -1.147  -0.658
C: 2.859 -1.563 -0.059  -0.680
O: -1.359 -1.833 -2.717  -0.384
C: -2.379 -2.224 -1.748  1.099
C: -1.920 -1.360 -0.495  2.169
C: -2.445 0.103 -0.344  -0.254
C: -1.560 1.327 -0.878  -0.571
N: -3.548 0.480 0.259  -0.869
C: -3.740 -1.736 -2.382  0.468
F: -4.335 -2.663 -3.275  -0.324
F: -4.764 -1.560 -1.410  -0.413
C: -3.597 -0.427 -3.319  0.973
F: -3.662 -0.746 -4.661  -0.273
F: -4.775 0.330 -3.055  -0.405
H: 1.664 -5.092 -0.654  -0.049
H: 1.466 -6.600 -1.626  0.249
H: 1.465 -6.653 0.248  0.255
H: -0.930 -6.442 -1.541  0.276
H: -0.830 -6.374 0.325  0.091
H: 0.228 -4.178 1.068  0.266
H: -4.284 -4.516 -1.751  0.402
H: -3.051 -5.808 -1.759  0.350
H: -4.683 -5.646 0.187  0.493
H: -3.005 -5.884 0.760  0.203
H: -3.911 -2.930 0.451  -0.241
H: -5.025 -3.861 1.518  0.593
H: -1.407 -2.158 2.667  0.331
H: -0.686 -4.226 -4.764  0.168
H: -2.277 -3.187 -4.479  -0.001
H: 1.083 -4.026 -2.614  -0.253
H: 1.254 -2.269 -2.959  -0.707
H: 1.938 -3.022 -5.460  0.341
H: 2.891 -3.743 -4.112  -0.294
H: -1.675 -1.799 -5.970  0.493
H: 0.030 -2.297 -6.189  0.428
H: -0.900 0.168 -4.321  -0.256
H: -0.453 0.204 -6.058  0.486
H: 1.677 0.659 -5.462  0.561
H: 1.933 -1.010 -4.819  -0.102
H: 5.752 -0.733 -2.690  0.402
H: 4.819 -0.716 -4.245  0.242
H: 5.598 -3.413 -2.695  0.140
H: 6.568 -2.617 -4.012  0.426
H: 4.883 -3.304 -4.362  0.264
H: 4.207 -2.932 -1.141  0.179
H: 4.950 -1.325 -0.740  0.287
H: 3.181 -0.720 0.628  0.426
H: 1.835 -1.396 -0.503  -0.078
H: 2.820 -2.490 0.599  0.240
H: -2.094 -1.882 0.503  -1.028
H: -0.784 -1.298 -0.572  -0.681
H: -2.310 2.116 -1.203  0.203
H: -1.041 0.950 -1.803  -0.246
H: -0.874 1.719 -0.079  0.463
H: -3.978 -0.403 0.600  0.362
H: -2.745 0.238 -3.030  -0.240
C: -2.134 -1.307 6.098  -0.802
N: -1.144 -0.694 7.022  0.886
O: -1.033 0.516 7.009  -0.564
O: -0.506 -1.450 7.732  -0.439
H: -2.621 -0.517 5.533  0.339
H: -1.593 -1.978 5.434  0.301
H: -2.856 -1.850 6.705  0.296
C: -1.064 -2.895 10.698  -0.692
N: -1.753 -3.858 11.595  0.938
O: -1.901 -3.533 12.759  -0.558
O: -2.119 -4.906 11.101  -0.548
H: -0.797 -2.014 11.270  0.320
H: -0.176 -3.385 10.309  0.247
H: -1.757 -2.639 9.898  0.284
C: -1.924 5.062 -3.448  -0.899
N: -0.623 4.374 -3.643  0.933
O: 0.074 4.750 -4.568  -0.579
O: -0.346 3.485 -2.864  -0.453
H: -2.032 5.825 -4.211  0.409
H: -2.709 4.313 -3.537  0.274
H: -1.914 5.508 -2.455  0.301
C: -2.195 9.722 -4.489  -0.676
N: -2.907 8.753 -3.616  1.009
O: -3.088 9.069 -2.455  -0.583
O: -3.260 7.708 -4.127  -0.590
H: -1.943 10.601 -3.903  0.297
H: -1.295 9.232 -4.857  0.281
H: -2.865 9.982 -5.305  0.212
C: -4.719 9.030 0.389  -0.483
N: -3.739 9.004 1.504  0.876
O: -3.959 9.723 2.462  -0.547
O: -2.784 8.265 1.379  -0.516
H: -5.513 9.730 0.637  0.309
H: -4.190 9.349 -0.508  0.129
H: -5.115 8.022 0.275  0.263
C: 2.957 -1.716 13.057  -0.760
N: 2.035 -2.381 12.101  0.893
O: 1.395 -1.668 11.350  -0.511
O: 1.984 -3.593 12.139  -0.509
H: 2.898 -0.641 12.910  0.315
H: 2.639 -1.988 14.062  0.295
H: 3.962 -2.080 12.849  0.283
C: 8.038 -6.286 -2.950  -0.825
N: 6.939 -5.303 -2.771  0.902
O: 5.854 -5.592 -3.232  -0.488
O: 7.213 -4.277 -2.170  -0.514
H: 7.654 -7.144 -3.496  0.324
H: 8.830 -5.794 -3.510  0.301
H: 8.379 -6.580 -1.959  0.291
C: 1.576 1.802 6.934  -0.572
N: 2.842 2.028 6.191  0.932
O: 3.589 1.077 6.054  -0.536
O: 3.042 3.151 5.772  -0.559
H: 1.533 0.762 7.245  0.143
H: 1.580 2.464 7.798  0.274
H: 0.754 2.037 6.261  0.308
C: 2.602 -2.767 6.712  -0.455
N: 2.897 -3.591 5.511  0.946
O: 3.336 -3.018 4.533  -0.534
O: 2.677 -4.783 5.595  -0.551
H: 2.846 -1.729 6.494  0.134
H: 1.542 -2.877 6.933  0.171
H: 3.217 -3.145 7.527  0.289
C: 3.279 6.453 -3.882  -0.745
N: 2.384 7.475 -4.485  0.927
O: 1.449 7.869 -3.810  -0.512
O: 2.653 7.845 -5.611  -0.550
H: 2.920 6.220 -2.883  0.303
H: 3.246 5.570 -4.518  0.285
H: 4.281 6.876 -3.844  0.297
C: -4.640 12.143 -8.358  -0.708
N: -3.661 11.946 -7.258  0.812
O: -4.080 12.006 -6.117  -0.495
O: -2.509 11.738 -7.579  -0.483
H: -5.622 12.317 -7.925  0.307
H: -4.314 13.005 -8.937  0.275
H: -4.639 11.239 -8.964  0.296



(2)
The following is a quantum chemistry calculation of a cluster of 13 separate species, C33H76ClI2N27O15P in total at a distorted geometry, from the Open Molecules 2025 dataset.

Properties
Frontier orbital gap = 0.2550 Eh
Total charge = +1
Multiplicity = 1
HOMO level = -10.8 eV
Electronic energy = -5307.277279 hartree

Last column: Mulliken charge in e.
Cartesian coordinates (Å):
C: 0.238 2.211 4.454  -1.091
C: -0.767 3.388 4.508  -0.811
C: -1.878 3.337 3.446  -1.004
Cl: -2.748 4.922 3.326  -0.161
C: -1.491 2.906 2.038  1.388
C: -2.172 1.843 1.490  1.072
C: -3.237 1.131 2.286  -0.498
O: -2.950 0.182 2.997  -0.608
O: -4.514 1.574 2.196  -0.168
P: -5.511 1.027 3.449  0.637
N: -6.982 1.437 3.195  -0.829
C: -1.916 1.408 0.186  1.158
C: -2.583 0.296 -0.576  -2.127
I: -4.545 1.036 -1.154  0.145
C: -2.577 -1.105 0.120  0.128
C: -3.962 -1.740 0.322  -1.617
I: -1.371 -2.348 -1.154  0.131
C: -0.970 2.078 -0.508  -0.568
N: -0.300 3.120 0.001  0.833
C: 0.636 3.732 -0.912  -0.405
C: 0.528 5.038 -1.346  -0.356
C: 1.464 5.540 -2.235  -0.866
N: 2.507 4.918 -2.793  -0.579
C: 2.508 3.642 -2.345  -1.280
C: 1.683 3.016 -1.460  0.334
C: -0.529 3.546 1.258  1.107
C: 0.231 4.723 1.791  -1.879
C: 1.721 4.435 2.215  -0.559
C: 2.278 3.037 1.897  0.615
C: 3.569 2.803 2.760  -0.589
O: 3.524 1.508 3.353  -0.581
H: 0.034 1.469 3.679  0.286
H: 1.238 2.628 4.377  -0.014
H: 0.240 1.678 5.408  0.484
H: -0.248 4.343 4.553  0.514
H: -1.276 3.315 5.473  0.708
H: -2.629 2.652 3.841  0.537
H: -5.463 -0.380 3.531  0.094
H: -4.954 1.588 4.620  0.042
H: -7.076 1.931 2.311  0.251
H: -2.040 0.202 -1.516  0.775
H: -2.104 -1.132 1.101  0.560
H: -4.572 -1.160 1.018  0.231
H: -3.815 -2.721 0.788  0.440
H: -4.468 -1.938 -0.623  0.514
H: -0.770 1.780 -1.542  0.175
H: -0.287 5.666 -1.005  0.626
H: 1.340 6.583 -2.528  0.468
H: 3.300 3.030 -2.773  0.523
H: 1.847 1.977 -1.195  0.709
H: -0.292 5.087 2.670  0.195
H: 0.251 5.570 1.110  0.745
H: 1.831 4.708 3.267  0.658
H: 2.353 5.143 1.669  -0.249
H: 2.617 2.941 0.864  -0.123
H: 1.616 2.214 2.162  0.126
H: 4.480 2.954 2.171  0.099
H: 3.561 3.487 3.614  0.337
H: 3.650 0.837 2.673  0.349
C: -4.362 -5.361 -2.143  0.608
O: -5.037 -4.419 -1.741  -0.648
N: -4.840 -6.634 -2.193  -0.321
N: -3.076 -5.203 -2.573  -0.082
H: -4.305 -7.416 -2.521  0.163
H: -5.784 -6.785 -1.884  0.260
H: -2.699 -4.267 -2.550  -0.213
H: -2.503 -5.958 -2.908  0.182
C: 0.802 4.233 8.020  0.686
O: 0.611 4.763 6.929  -0.661
N: -0.204 3.976 8.893  -0.252
N: 2.048 3.860 8.438  -0.387
H: -0.071 3.543 9.788  0.146
H: -1.132 4.239 8.625  0.114
H: 2.814 4.036 7.817  0.214
H: 2.230 3.426 9.324  0.155
C: -0.308 -6.981 -0.544  0.740
O: -0.115 -7.200 -1.737  -0.679
N: -1.353 -6.213 -0.125  -0.169
N: 0.493 -7.478 0.433  -0.343
H: -1.549 -6.003 0.835  0.150
H: -1.949 -5.834 -0.841  0.122
H: 1.272 -8.046 0.150  0.149
H: 0.351 -7.311 1.411  0.139
C: 5.734 4.610 -0.038  0.566
O: 6.238 3.966 -0.943  -0.641
N: 4.500 5.181 -0.154  -0.290
N: 6.359 4.806 1.163  -0.307
H: 4.064 5.709 0.577  0.169
H: 4.015 5.061 -1.026  0.155
H: 7.271 4.402 1.280  0.260
H: 5.961 5.333 1.918  0.166
C: 1.771 -10.981 1.742  0.655
O: 2.465 -9.986 1.873  -0.630
N: 1.106 -11.271 0.584  -0.352
N: 1.604 -11.891 2.747  -0.393
H: 0.533 -12.084 0.460  0.171
H: 1.206 -10.627 -0.178  0.190
H: 2.080 -11.712 3.611  0.220
H: 1.041 -12.716 2.663  0.159
C: 0.182 1.018 -4.027  0.523
O: -0.598 0.653 -3.142  -0.703
N: 1.084 0.188 -4.591  -0.221
N: 0.188 2.294 -4.508  -0.154
H: 1.716 0.474 -5.316  0.144
H: 1.103 -0.771 -4.279  0.051
H: -0.473 2.938 -4.116  0.172
H: 0.815 2.615 -5.228  0.180
C: -3.576 2.717 10.267  0.652
O: -2.465 3.211 10.382  -0.630
N: -4.050 1.779 11.134  -0.416
N: -4.434 3.064 9.262  -0.356
H: -4.958 1.361 11.061  0.161
H: -3.446 1.502 11.886  0.220
H: -4.120 3.755 8.607  0.191
H: -5.350 2.672 9.152  0.178
C: 7.181 0.115 0.225  0.473
O: 7.190 -1.063 0.531  -0.647
N: 6.620 1.078 1.023  -0.287
N: 7.722 0.587 -0.935  -0.318
H: 6.603 2.053 0.782  0.179
H: 6.208 0.777 1.886  0.137
H: 8.144 -0.084 -1.549  0.205
H: 7.716 1.557 -1.197  0.195
C: 1.800 4.423 -7.813  0.647
O: 2.196 3.945 -6.758  -0.628
N: 0.479 4.449 -8.159  -0.331
N: 2.649 4.966 -8.728  -0.437
H: 0.137 4.835 -9.018  0.175
H: -0.175 4.056 -7.509  0.192
H: 3.627 4.962 -8.504  0.221
H: 2.350 5.362 -9.598  0.155
C: 0.270 -3.736 -5.179  0.740
O: 1.004 -2.759 -5.041  -0.795
N: -0.348 -4.023 -6.352  -0.388
N: 0.031 -4.597 -4.157  -0.175
H: -0.947 -4.815 -6.486  0.159
H: -0.184 -3.401 -7.123  0.233
H: 0.486 -4.402 -3.283  0.084
H: -0.554 -5.408 -4.229  0.076
C: -7.842 -4.520 -4.636  0.526
O: -7.262 -5.016 -5.587  -0.664
N: -9.112 -4.015 -4.734  -0.390
N: -7.274 -4.429 -3.399  -0.274
H: -9.608 -3.604 -3.968  0.158
H: -9.557 -4.067 -5.631  0.233
H: -6.348 -4.784 -3.292  0.161
H: -7.729 -4.025 -2.603  0.164
C: 4.580 -2.861 -6.982  0.596
O: 4.369 -3.782 -7.751  -0.644
N: 5.773 -2.188 -6.954  -0.377
N: 3.644 -2.426 -6.087  -0.192
H: 5.969 -1.429 -6.330  0.155
H: 6.481 -2.485 -7.599  0.228
H: 2.755 -2.899 -6.078  0.131
H: 3.797 -1.672 -5.446  0.128